{
  "formula": "C22H39BN5O3PtS3",
  "method": "ωB97M-V with the def2-TZVPD basis set",
  "symbols": ["Pt", "C", "S", "O", "C", "C", "C", "C", "C", "C", "H", "H", "H", "H", "H", "H", "H", "H", "C", "C", "C", "O", "B", "O", "C", "C", "C", "H", "H", "H", "H", "H", "H", "H", "H", "H", "H", "H", "H", "C", "C", "C", "N", "N", "C", "N", "S", "H", "H", "H", "H", "H", "H", "H", "C", "C", "N", "C", "S", "N", "C", "C", "H", "H", "H", "H", "H", "H", "H", "H", "H", "H", "H", "H"],
  "coordinates": [[0.10622, 0.21542, -0.13061], [-2.05878, -2.52729, 0.72826], [-1.30085, -2.03892, -0.84390], [0.16060, -2.35646, -0.70998], [-1.97892, -3.41566, -1.79289], [-3.27591, -3.31533, -2.27456], [-3.80128, -4.36700, -3.00851], [-3.02486, -5.49034, -3.26110], [-1.72316, -5.56814, -2.78532], [-1.18994, -4.52128, -2.04702], [-1.73135, -3.53830, 0.96223], [-3.14115, -2.48196, 0.61304], [-1.73108, -1.82541, 1.49087], [-3.86389, -2.42690, -2.07234], [-4.81362, -4.30670, -3.38461], [-3.43727, -6.30700, -3.83851], [-1.12229, -6.44416, -2.98861], [-0.17732, -4.55079, -1.66421], [-0.91152, 3.90714, -3.02473], [-1.31243, 3.91053, -1.55036], [-1.20092, 5.31646, -0.98886], [-0.37302, 3.04908, -0.86500], [-0.96766, 1.82651, -0.69978], [-2.28819, 1.82546, -1.03775], [-2.68384, 3.19854, -1.28689], [-3.65652, 3.23724, -2.45174], [-3.37799, 3.69124, -0.01986], [0.14518, 4.16449, -3.09304], [-1.48964, 4.63249, -3.59583], [-1.04531, 2.91530, -3.45856], [-0.21803, 5.72079, -1.22934], [-1.31757, 5.31967, 0.09309], [-1.96105, 5.95963, -1.43330], [-3.25185, 2.73366, -3.32699], [-3.88570, 4.27184, -2.70890], [-4.58103, 2.73682, -2.16580], [-2.68710, 3.69779, 0.82429], [-4.19186, 3.00632, 0.21600], [-3.78945, 4.69007, -0.15944], [6.28995, 1.63546, -0.62789], [5.82965, 0.18237, -0.45079], [4.43367, -0.00551, -0.94283], [3.37650, 0.25952, -0.26817], [2.21864, 0.05289, -0.94670], [2.40177, -0.36494, -2.18195], [1.41578, -0.54914, -3.07262], [4.08040, -0.55637, -2.57263], [7.25680, 1.78359, -0.14911], [5.56527, 2.32138, -0.19031], [6.39766, 1.88128, -1.68425], [5.86463, -0.09338, 0.60399], [6.49588, -0.48400, -0.99905], [0.47421, -0.50298, -2.71133], [1.57906, -1.09757, -3.89764], [0.82234, 3.65077, 3.48032], [1.22816, 2.96719, 2.17924], [2.10096, 1.82408, 2.42608], [1.73063, 0.55178, 2.54686], [0.09276, 0.05326, 2.37032], [2.66131, -0.32995, 2.91286], [2.51013, -1.78043, 2.96234], [2.40708, -2.29362, 4.39327], [0.17460, 4.50197, 3.27111], [1.69966, 4.01097, 4.01942], [0.28259, 2.95239, 4.11990], [1.76506, 3.65667, 1.52786], [0.35484, 2.61901, 1.63905], [3.07478, 2.03667, 2.57601], [3.58999, 0.02350, 3.08125], [3.37236, -2.22198, 2.45892], [1.61572, -2.04224, 2.40511], [3.30080, -2.04168, 4.96546], [2.29702, -3.37781, 4.38994], [1.54091, -1.85710, 4.89032]],
  "forces_ev_per_a": [[0.008, 0.062, 0.870], [-0.042, 0.216, -0.199], [-0.116, -0.840, 0.434], [0.276, -0.099, 0.107], [-0.181, 0.460, -0.164], [0.008, 0.004, 0.029], [-0.040, 0.040, 0.037], [0.010, -0.038, -0.032], [-0.083, 0.012, -0.005], [0.196, 0.012, 0.101], [0.017, -0.022, -0.078], [-0.007, -0.023, 0.020], [0.015, 0.010, -0.020], [-0.032, -0.014, -0.055], [0.004, -0.013, -0.012], [0.006, -0.003, 0.002], [0.006, -0.001, 0.000], [-0.012, 0.004, -0.032], [0.026, -0.115, 0.200], [-0.120, 0.075, -0.330], [0.021, -0.194, 0.037], [0.196, 0.031, 0.221], [0.958, 0.021, 0.356], [-0.062, -0.629, -0.030], [-0.111, 0.387, 0.131], [0.138, -0.118, 0.083], [0.131, -0.179, -0.062], [-0.012, 0.054, -0.017], [-0.019, -0.034, -0.039], [0.004, 0.019, -0.052], [-0.011, 0.036, -0.018], [-0.024, 0.045, -0.003], [0.010, 0.045, 0.017], [-0.015, 0.030, -0.022], [-0.035, 0.000, -0.028], [-0.025, 0.026, -0.010], [-0.025, 0.034, 0.027], [-0.026, 0.027, -0.004], [0.019, 0.022, 0.037], [0.024, -0.120, -0.040], [0.049, 0.230, -0.043], [-0.253, -0.198, -0.309], [0.173, 0.194, 0.573], [-0.815, 0.101, -1.192], [0.538, 0.115, 0.163], [-0.005, 0.098, -0.015], [-0.198, 0.076, 0.232], [-0.007, 0.031, -0.001], [0.034, 0.012, 0.033], [-0.031, 0.032, -0.005], [-0.037, -0.063, -0.037], [0.029, -0.064, 0.100], [-0.055, -0.096, -0.037], [-0.034, -0.039, -0.002], [0.060, -0.083, -0.113], [-0.116, 0.148, 0.253], [0.004, -0.085, -0.048], [0.295, 0.237, 0.168], [-0.743, 0.190, -0.919], [-0.081, 0.016, -0.141], [0.000, -0.159, 0.248], [0.010, 0.067, -0.121], [0.008, 0.009, 0.010], [-0.029, 0.029, 0.029], [-0.018, 0.015, 0.011], [0.006, -0.059, -0.045], [0.035, -0.022, -0.076], [0.067, -0.026, -0.080], [0.044, 0.040, -0.004], [-0.036, 0.045, -0.047], [0.040, 0.007, -0.113], [-0.014, -0.016, 0.030], [0.011, 0.002, 0.025], [-0.005, -0.014, 0.013]],
  "e_lumo_ev": -3.53,
  "charge": 1,
  "de_lowest_kcal_mol": 33.1,
  "homo_ev": -10.76
}

***

{
  "formula": "C4H12N4",
  "method": "ωB97M-V with the def2-TZVPD basis set",
  "symbols": ["C", "C", "C", "N", "H", "H", "H", "H", "H", "H", "H", "N", "C", "N", "N", "H", "H", "H", "H", "H"],
  "coordinates": [[0.63272, 2.19890, 0.36595], [-0.20427, 2.11419, -0.87783], [-1.44672, 1.64601, -0.88109], [-2.30799, 1.57508, -1.97621], [0.53972, 1.31129, 0.99568], [1.69120, 2.26046, 0.10459], [0.41016, 3.05468, 1.00911], [0.24417, 2.43348, -1.81144], [-1.90089, 1.31658, 0.04736], [-3.02021, 0.86963, -1.88224], [-1.85567, 1.51367, -2.87471], [1.15538, -3.68227, 0.41372], [0.84240, -2.48377, 0.70262], [-0.15071, -2.08269, 1.57778], [1.46428, -1.43204, 0.04208], [0.52585, -4.35809, 0.83220], [-0.36780, -2.70173, 2.33599], [-0.25963, -1.09787, 1.74441], [1.76543, -0.66510, 0.62601], [2.24259, -1.79039, -0.49399]],
  "forces_ev_per_a": [[0.360, -0.057, 0.117], [-0.064, -0.079, 0.112], [-0.010, -0.006, -0.054], [-0.093, -0.070, 0.056], [-0.170, -0.051, -0.012], [-0.022, 0.068, 0.023], [-0.034, 0.075, -0.158], [0.006, 0.071, -0.038], [-0.023, 0.003, 0.053], [-0.008, -0.013, -0.052], [0.055, 0.062, -0.019], [0.087, -0.143, -0.131], [-0.140, 0.014, 0.075], [0.033, 0.064, -0.152], [0.357, -0.029, -0.013], [-0.024, 0.033, 0.101], [-0.037, 0.028, 0.060], [-0.032, -0.027, 0.095], [-0.156, 0.034, 0.050], [-0.085, 0.022, -0.114]],
  "e_lumo_ev": 0.78,
  "de_lowest_kcal_mol": 11.8,
  "homo_ev": -8.06,
  "smiles": "C/C=C/N.N=C(N)N"
}

***

{
  "formula": "C28H43FN4OPV",
  "method": "ωB97M-V with the def2-TZVPD basis set",
  "symbols": ["V", "C", "C", "C", "C", "C", "C", "C", "C", "C", "C", "C", "C", "N", "C", "C", "C", "C", "C", "C", "F", "H", "H", "H", "H", "H", "H", "H", "H", "H", "H", "H", "H", "H", "H", "H", "H", "H", "H", "H", "H", "H", "C", "C", "C", "C", "O", "H", "H", "H", "H", "H", "H", "H", "H", "H", "C", "N", "C", "N", "C", "N", "C", "P", "C", "C", "H", "H", "H", "H", "H", "H", "H", "H", "H", "H", "H", "H", "H"],
  "coordinates": [[0.51776, 0.12080, 0.45024], [2.31263, 1.12380, 3.24931], [3.17326, 0.12956, 2.46343], [2.37888, -1.13835, 2.07914], [3.94900, 0.75800, 1.30699], [5.33541, 0.77264, 1.40261], [6.12390, 1.32519, 0.40781], [5.52651, 1.87619, -0.71314], [4.14194, 1.88711, -0.85502], [3.51903, 2.42455, -2.13370], [3.52482, 1.33272, -3.21209], [4.19623, 3.70202, -2.63986], [3.37160, 1.32344, 0.16359], [1.93716, 1.24118, -0.01934], [1.17267, 2.32946, 0.12455], [1.42297, 3.58873, 0.55995], [0.50750, 4.60476, 0.96419], [-0.78050, 4.46281, 1.36397], [-1.44511, 3.19833, 1.47931], [-1.11431, 2.10182, 0.82893], [-1.67971, 0.89929, 1.06587], [1.99206, 0.68832, 4.19952], [1.41044, 1.41666, 2.70361], [2.86943, 2.03529, 3.46909], [3.93797, -0.21261, 3.15797], [1.38088, -0.92634, 1.66918], [2.15490, -1.74533, 2.95769], [2.91969, -1.74599, 1.35414], [5.80442, 0.34610, 2.28360], [7.20258, 1.32513, 0.50729], [6.14630, 2.30391, -1.49490], [2.47703, 2.67739, -1.93118], [4.55285, 1.05459, -3.46440], [3.03585, 1.67824, -4.12973], [3.01631, 0.42834, -2.86250], [5.18267, 3.49577, -3.06792], [4.32484, 4.43469, -1.83866], [3.59582, 4.16229, -3.42966], [2.48623, 3.78351, 0.65964], [0.93436, 5.59612, 1.07484], [-1.29494, 5.32873, 1.76542], [-2.25737, 3.07869, 2.18935], [-0.20440, 1.54846, -2.81654], [-0.86157, 2.51650, -1.87164], [-2.33583, 2.33379, -1.71940], [-0.41852, 3.93601, -2.03731], [-0.26331, 1.97875, -0.31138], [-0.12990, 2.03327, -3.79196], [-0.80107, 0.64366, -2.91578], [0.80406, 1.28421, -2.50074], [-2.74550, 2.45323, -2.72670], [-2.79527, 3.08250, -1.07615], [-2.59427, 1.33217, -1.37366], [-0.74200, 4.20789, -3.04661], [0.66621, 4.04958, -1.99278], [-0.89248, 4.61176, -1.32579], [0.04824, -4.79387, -1.78507], [-0.36785, -3.60601, -2.67500], [-1.90334, -3.50949, -2.66029], [-2.39132, -3.39911, -1.32826], [-1.94637, -4.54773, -0.52742], [-0.48695, -4.63997, -0.47997], [0.11367, -3.52464, 0.27352], [-0.25167, -1.83501, -0.43239], [0.25033, -2.31755, -2.18413], [-2.08072, -2.11165, -0.68416], [1.13384, -4.81458, -1.78178], [-0.34104, -5.68354, -2.27464], [-0.06445, -3.79509, -3.62920], [-2.26090, -4.41987, -3.13677], [-2.16714, -2.64652, -3.26438], [-2.34674, -5.46112, -0.96575], [-2.33397, -4.45032, 0.48284], [1.19299, -3.66411, 0.33184], [-0.26166, -3.54682, 1.29540], [1.33215, -2.43019, -2.22156], [-0.02978, -1.52832, -2.87368], [-2.48940, -1.29735, -1.28183], [-2.57700, -2.07691, 0.28339]],
  "forces_ev_per_a": [[-1.204, -1.793, 0.338], [0.007, -0.046, 0.062], [-0.176, -0.060, -0.151], [0.517, 0.510, 0.061], [-0.109, -0.100, 0.124], [0.089, -0.014, 0.099], [0.016, 0.042, -0.073], [0.079, 0.045, -0.013], [0.072, 0.065, -0.176], [0.054, -0.016, -0.029], [0.053, 0.016, -0.049], [0.070, -0.002, -0.048], [-0.517, 0.005, 0.099], [0.985, 1.198, -0.680], [0.781, 0.342, -0.043], [-0.248, 0.159, -0.040], [0.090, 0.071, 0.103], [-0.011, 0.094, 0.093], [-0.106, 0.523, 0.200], [0.176, 0.083, -0.766], [-0.016, -0.366, 0.019], [0.016, 0.010, -0.076], [-0.023, 0.029, -0.051], [0.004, -0.038, 0.003], [0.112, -0.073, 0.031], [-0.249, -0.453, 0.336], [0.010, 0.042, -0.019], [-0.015, -0.029, 0.004], [-0.018, 0.028, -0.075], [-0.063, 0.002, -0.011], [-0.060, -0.051, 0.100], [-0.002, 0.023, 0.063], [-0.108, 0.026, 0.019], [0.059, -0.016, 0.099], [0.010, 0.027, 0.005], [-0.135, 0.029, 0.073], [-0.028, -0.061, -0.062], [0.056, -0.058, 0.048], [-0.040, 0.023, 0.074], [0.003, -0.040, -0.070], [0.014, -0.114, -0.085], [0.067, 0.035, 0.049], [0.016, -0.084, 0.184], [-0.076, 0.193, -0.485], [-0.049, 0.012, 0.129], [0.064, 0.050, 0.148], [0.103, 0.649, 0.947], [-0.033, -0.019, 0.016], [0.029, -0.053, 0.009], [0.040, 0.061, -0.004], [-0.039, -0.008, 0.035], [0.021, -0.014, -0.044], [0.007, -0.024, -0.058], [0.018, 0.054, 0.025], [-0.107, -0.040, -0.062], [0.046, -0.115, -0.127], [-0.150, 0.248, 0.111], [-0.006, 0.142, 0.208], [0.146, -0.004, 0.257], [0.101, 0.020, 0.028], [0.125, 0.171, -0.104], [0.009, 0.089, 0.024], [-0.102, -0.087, -0.157], [-0.366, -0.838, -0.399], [-0.092, -0.214, 0.041], [0.149, -0.252, -0.144], [0.115, -0.015, 0.030], [-0.056, -0.081, 0.002], [0.055, 0.021, -0.105], [-0.070, -0.063, 0.012], [-0.060, 0.099, -0.045], [-0.013, -0.023, -0.038], [-0.015, 0.009, 0.048], [0.094, -0.047, -0.005], [-0.044, -0.042, 0.095], [0.104, -0.016, -0.011], [-0.061, 0.106, -0.144], [-0.053, 0.034, -0.089], [-0.060, -0.016, 0.089]],
  "e_lumo_ev": [-5.31, -5.37],
  "charge": 2,
  "multiplicity": 3,
  "de_lowest_kcal_mol": 139.8,
  "homo_ev": [-12.31, -11.32]
}

***

{
  "formula": "C4H8FNO",
  "method": "ωB97M-V with the def2-TZVPD basis set",
  "symbols": ["N", "C", "C", "O", "C", "C", "F", "H", "H", "H", "H", "H", "H", "H", "H"],
  "coordinates": [[-0.44266, -0.78954, -1.79388], [0.22743, -0.16453, -0.70349], [1.27413, -1.06572, 0.02335], [0.74371, -0.67438, 1.31545], [-0.39944, -0.05759, 0.72615], [-0.66550, 1.32826, 1.32422], [-1.16887, 2.14983, 0.34378], [0.09776, -0.71753, -2.66648], [-1.34420, -0.36115, -2.00477], [0.59984, 0.84235, -0.86223], [2.32067, -0.75113, -0.12168], [1.19432, -2.09168, -0.22604], [-1.26328, -0.68850, 0.79999], [0.23287, 1.79260, 1.68187], [-1.40677, 1.24870, 2.16376]],
  "forces_ev_per_a": [[-0.782, -0.032, -1.001], [0.789, 0.281, 1.638], [0.286, 2.327, -0.312], [0.433, -0.528, 0.006], [0.176, -0.060, -0.766], [-0.719, -0.893, 0.475], [-0.563, 0.356, -0.422], [-0.194, -0.049, 0.674], [0.242, -0.035, 0.194], [0.493, 0.144, -0.639], [-0.253, -0.103, 0.319], [-0.428, -1.166, 0.057], [-0.705, -0.447, 0.244], [0.639, 0.002, 0.260], [0.584, 0.204, -0.728]],
  "e_lumo_ev": 1.04,
  "de_lowest_kcal_mol": 29.6,
  "homo_ev": -9.53,
  "smiles": "N[C@@H]1CO[C@H]1CF"
}